1.
Formula: C9H19O3PS
Source: OMol25
Level of theory: wB97M-V/def2-TZVPD

Summary:
Lowest unoccupied orbital energy: 0.02540 Eh
Energy above the lowest of the compared OMol25 structures with the same formula, charge and spin: 0.0000 eV
HOMO level: -8.71 eV
SMILES string: CCOP(OCC)SC(=O)C(C)(C)C
E_tot: -35908.5045 eV
Kohn-Sham gap: 0.3453 Ha

```
33
Properties=species:S:1:pos:R:3:forces:R:3
C 1.47024 -0.47634 -0.65132 -1.4 1.1 0.0
C -2.56675 2.67136 2.88732 -0.1 -0.1 -0.4
C -2.52003 -1.00851 -3.10841 0.1 0.3 0.2
C 3.80082 -1.27439 -0.58527 -0.2 0.0 0.0
C 2.05716 -2.27112 0.91777 0.0 0.0 -0.1
C 2.92771 0.03796 1.35637 -0.1 -0.1 -0.1
C -3.17534 2.58459 1.49950 -0.2 0.5 0.4
C -1.69397 0.16550 -2.61131 0.3 -0.3 -0.5
C 2.56566 -0.97789 0.27028 0.5 -0.3 0.1
O 1.40784 -0.61264 -1.83606 0.5 -0.3 -0.2
O -2.61881 1.51039 0.75658 0.3 -0.7 0.1
O -2.31093 0.68937 -1.44552 -0.4 0.3 0.3
P -1.59868 1.73194 -0.44969 0.7 -0.6 -0.8
S 0.14706 0.38270 0.30733 -0.4 0.2 0.7
H -1.49940 2.86438 2.81205 0.1 0.0 0.1
H -3.04056 3.47837 3.43967 0.0 0.1 0.1
H -2.71557 1.73701 3.42130 0.0 -0.1 0.1
H -2.04732 -1.42697 -3.99249 0.0 -0.1 -0.1
H -2.57940 -1.77581 -2.34130 0.0 -0.1 0.1
H -3.52801 -0.68706 -3.35910 -0.1 0.0 0.0
H 4.57715 -1.71518 0.03630 0.1 0.0 0.1
H 3.55627 -1.96684 -1.38585 0.0 0.0 -0.1
H 4.18576 -0.35836 -1.02803 0.1 0.1 -0.1
H 2.82627 -2.67438 1.57472 0.1 0.0 0.0
H 1.82594 -3.01450 0.15641 0.0 -0.1 0.0
H 1.16214 -2.07689 1.50359 -0.1 0.0 0.1
H 3.79284 -0.32234 1.90929 0.1 -0.1 0.0
H 3.17221 1.00242 0.91815 0.0 0.1 0.0
H 2.10506 0.17396 2.05173 0.0 0.1 0.1
H -3.03308 3.53109 0.96531 0.0 -0.1 0.0
H -4.24900 2.37799 1.56162 0.2 0.1 -0.1
H -1.63611 0.94618 -3.37697 0.0 0.0 0.1
H -0.67436 -0.16580 -2.38298 -0.1 0.1 0.0
```
Positions in Å, forces in eV/Å.

---

2.
Formula: C20H50N2NbO9
Source: OMol25
Level of theory: wB97M-V/def2-TZVPD

Summary:
Lowest unoccupied orbital energy: 0.08927 Eh
Total charge: -1
HOMO level: -5.25 eV
E_tot: -44500.3847 eV
Kohn-Sham gap: 0.2821 Ha

```
82
Properties=species:S:1:pos:R:3:forces:R:3
C -1.83478 1.70958 0.10835 0.0 0.0 -0.2
C -1.32419 1.74036 -1.30233 0.3 -0.2 -0.4
N -1.60251 0.74865 -2.06360 -0.1 0.1 0.2
C -0.56623 2.95020 -1.71367 -0.3 0.1 0.8
Nb 1.68199 2.66211 -1.92744 -1.2 -2.7 -0.5
N 1.68113 0.61179 -2.54636 0.3 1.3 0.6
C 2.54069 0.48185 -3.38674 -0.4 0.0 -0.9
O 3.25868 0.31625 -4.29953 0.5 -0.2 0.1
H -1.98324 0.68982 0.43726 0.0 -0.2 0.2
H -1.16079 2.24410 0.76798 0.1 0.0 0.2
H -2.80707 2.19947 0.10054 -0.1 0.2 0.2
H -1.18378 0.89829 -2.97922 0.0 0.0 -0.1
H -0.95890 3.30767 -2.66288 0.2 0.1 -0.3
H -0.71405 3.71618 -0.95327 0.0 0.3 -0.1
H 1.77916 2.30965 -0.11990 0.1 0.6 0.3
H 3.51185 2.56068 -1.94872 0.0 0.4 0.3
H 1.62534 3.15946 -3.71060 0.3 0.7 0.0
H 1.99321 4.41595 -1.56772 0.3 -0.3 -0.3
C -4.81304 -4.64632 0.50156 0.0 0.0 0.0
O -5.19822 -3.43988 1.12917 0.0 0.0 0.0
C -4.37360 -3.08822 2.23027 -0.1 0.1 0.0
C -3.32720 -2.05980 1.86150 0.2 0.1 0.0
O -2.38307 -2.56623 0.93834 -0.2 -0.2 -0.1
C -2.64339 -2.15988 -0.40318 0.0 0.1 0.1
H -5.32310 -4.69393 -0.45941 0.0 0.0 0.0
H -3.73513 -4.68475 0.33099 0.0 0.0 0.0
H -5.11523 -5.51052 1.10570 0.0 0.0 0.0
H -3.89154 -3.97937 2.64580 0.0 0.0 0.0
H -5.02874 -2.66739 3.00053 0.0 0.0 0.0
H -2.77880 -1.78355 2.76896 0.0 0.0 0.0
H -3.80769 -1.15592 1.47126 0.0 0.0 0.0
H -2.36672 -1.11676 -0.55605 0.0 0.0 -0.1
H -3.69714 -2.29759 -0.66170 0.0 0.0 0.0
H -2.03534 -2.77738 -1.06162 0.1 0.0 0.0
C 3.94280 4.82092 2.01288 0.0 0.0 -0.1
O 4.62518 3.88269 1.20983 0.1 -0.1 0.2
C 6.02589 4.04711 1.18940 -0.1 0.0 -0.2
C 6.72017 3.05625 2.09629 0.2 0.1 0.1
O 6.40433 3.26647 3.46515 -0.1 0.0 0.0
C 5.39906 2.39186 3.94399 0.0 0.0 0.0
H 2.93036 4.44722 2.15456 0.0 0.0 -0.1
H 4.42070 4.94594 2.98932 0.0 0.0 0.0
H 3.88978 5.79291 1.50891 0.0 0.0 0.0
H 6.30287 5.07151 1.46281 0.0 0.0 0.0
H 6.35806 3.86995 0.16116 0.0 0.0 0.0
H 7.80384 3.17534 1.99122 0.0 0.0 0.0
H 6.46044 2.03656 1.79717 0.0 0.0 0.0
H 5.80715 1.38781 4.10949 0.0 0.0 0.0
H 4.55674 2.32748 3.25243 0.0 0.0 0.0
H 5.04619 2.78769 4.89551 0.0 0.0 0.0
C -8.26237 0.05714 1.85359 0.0 0.0 0.0
O -8.11597 1.45622 1.69384 0.0 0.0 0.0
C -6.97142 1.98184 2.34667 -0.2 0.1 0.0
C -5.81534 2.19084 1.39462 0.2 -0.1 0.0
O -5.33801 0.96627 0.87288 -0.1 -0.1 0.0
C -5.79105 0.68681 -0.44155 0.1 0.0 -0.1
H -8.99577 -0.28116 1.12352 0.0 0.0 0.0
H -7.32230 -0.47065 1.67954 0.0 0.0 0.0
H -8.62928 -0.18019 2.85894 0.0 0.0 0.0
H -6.66427 1.32522 3.16685 0.0 0.0 0.0
H -7.25685 2.94788 2.77543 0.0 0.0 0.0
H -4.98989 2.65581 1.94384 0.0 0.0 0.0
H -6.10566 2.86879 0.58602 0.0 0.0 0.0
H -5.24370 1.29080 -1.17261 0.0 0.0 0.0
H -6.86342 0.86967 -0.54531 0.0 0.0 0.0
H -5.58804 -0.36445 -0.63883 0.0 0.0 0.0
C 3.75081 -5.44525 -2.03829 0.0 0.0 0.0
O 4.46817 -4.45380 -1.33210 0.0 0.0 -0.1
C 5.83327 -4.36638 -1.69930 0.0 0.0 0.2
C 6.09528 -3.23937 -2.67428 0.1 0.0 -0.2
O 5.46577 -3.45892 -3.92119 -0.2 -0.1 0.1
C 4.25138 -2.72571 -4.08001 0.1 -0.2 0.0
H 2.69059 -5.25817 -1.87738 0.0 0.0 0.0
H 3.95819 -5.40663 -3.11010 0.0 0.0 0.0
H 3.99582 -6.44470 -1.65821 0.0 0.0 0.0
H 6.17762 -5.31535 -2.12462 0.0 0.0 0.0
H 6.40244 -4.18009 -0.78246 0.0 0.0 0.0
H 7.17406 -3.18538 -2.85866 0.0 0.0 0.0
H 5.77838 -2.28492 -2.24337 0.0 0.0 0.0
H 4.45932 -1.67936 -4.28574 0.0 0.1 0.0
H 3.61576 -2.80408 -3.19498 0.0 0.0 0.0
H 3.72437 -3.15504 -4.93112 0.0 0.0 0.0
```
Positions in Å, forces in eV/Å.

---

3.
Formula: C4H11NO2
Source: OMol25
Level of theory: wB97M-V/def2-TZVPD

Summary:
Lowest unoccupied orbital energy: 0.03006 Eh
Energy above the lowest of the compared OMol25 structures with the same formula, charge and spin: 2.3053 eV
HOMO level: -9.62 eV
SMILES string: C[C@H](O)[C@@H](N)CO
E_tot: -9909.9366 eV
Kohn-Sham gap: 0.3836 Ha

```
18
Properties=species:S:1:pos:R:3:forces:R:3
C 1.52071 -0.57305 0.20398 1.6 1.0 1.5
O 2.10919 -1.88248 0.02512 0.3 1.2 1.8
C 0.02759 -0.58724 0.47373 -0.6 -0.8 -0.3
C -0.80732 0.70595 0.51062 3.7 3.2 -0.8
C -0.92113 1.35505 -0.89063 1.1 2.5 2.3
O -0.07075 1.70945 1.35370 0.9 -2.6 -0.1
N -0.53209 -1.39566 -0.65146 -0.9 -1.2 0.5
H 1.84093 0.03366 -0.64458 -0.4 0.2 -0.1
H 2.00576 -0.12108 1.15043 -0.5 -0.8 -1.6
H -0.06970 -0.98834 1.50228 -0.2 -0.5 -0.5
H -1.66193 0.54076 1.05565 -2.4 -0.7 0.7
H -0.39795 2.38270 -0.88750 -0.3 -1.7 0.2
H -1.87285 1.67403 -1.19808 -1.6 -0.5 -0.6
H -0.38738 0.71578 -1.50080 0.6 -0.9 -2.1
H -0.52310 2.52795 1.43558 -1.0 0.8 -0.2
H -1.55386 -1.27226 -0.81088 1.1 -0.2 0.4
H -0.35424 -2.41800 -0.52919 -0.4 1.3 0.1
H 1.64813 -2.40723 -0.59797 -0.8 -0.3 -1.2
```
Positions in Å, forces in eV/Å.